No. 1
116
Properties=species:S:1:pos:R:3:forces:R:3 method="wB97M-V/def2-TZVPD" e_tot_ev=-82687.2694 total_charge=-1 lumo_ev=2.3 homo_lumo_gap_ev=8.5 e_homo_ev=-6.2 spin_multiplicity=1
C -5.5424 -24.6802 18.7953 1.00 0.52 0.22
F -4.4457 -25.4621 19.0273 -1.33 -0.14 -0.56
F -5.9776 -24.8371 17.5057 0.21 -0.36 1.80
F -6.4809 -24.9848 19.7198 0.22 -0.33 -1.35
S -4.9372 -22.9756 19.1141 -0.02 0.78 -0.17
O -6.0077 -22.0858 18.7219 0.16 -0.44 0.06
O -4.6266 -23.0263 20.5275 -0.06 -0.19 -0.64
O -3.7768 -22.8793 18.2362 -0.09 -0.24 0.16
C -5.5614 -24.7298 14.0050 -0.64 1.71 -0.80
C -6.3823 -25.8914 14.5092 -0.08 0.54 -0.57
O -6.7679 -26.7413 13.4536 0.26 -0.87 -0.03
O -6.3328 -24.0878 12.9066 0.39 -0.67 1.02
H -4.5549 -24.9623 13.6477 -0.20 -0.37 0.06
H -5.4738 -23.9671 14.7977 0.16 -0.39 -0.09
H -7.2984 -25.4858 14.9444 0.20 0.01 0.52
H -5.7820 -26.4404 15.2317 -0.23 -0.18 0.14
H -7.5838 -26.4047 13.0850 0.01 0.19 -0.18
H -5.7151 -23.7301 12.2691 0.15 0.02 -0.01
C -5.3689 -28.8163 19.9574 1.01 0.54 -0.69
C -5.7781 -29.6610 21.1319 0.03 -0.38 0.79
O -6.1277 -28.9081 22.2814 0.05 0.27 0.33
O -3.9515 -28.4482 19.9959 -0.61 -0.37 0.98
H -5.9068 -27.8654 19.8724 -0.39 -0.33 0.31
H -5.5404 -29.3574 19.0238 0.23 0.00 0.06
H -4.9632 -30.3597 21.3950 0.04 0.20 -0.30
H -6.6429 -30.2994 20.9486 -0.09 0.26 -0.41
H -5.3766 -28.3363 22.5255 -0.07 -0.11 -0.24
H -3.8061 -28.1229 20.9171 -0.21 -0.31 -1.01
C -9.1748 -20.2483 16.5955 0.11 -0.24 -0.80
C -9.1750 -21.2578 17.7629 -0.35 1.30 -0.18
O -8.3708 -20.7510 18.8165 1.18 -0.92 -0.82
O -9.8317 -20.7417 15.3673 0.48 0.52 1.23
H -8.1423 -19.9015 16.4041 -0.29 -0.36 -0.14
H -9.7213 -19.3524 16.9098 -0.09 -0.24 -0.21
H -8.8506 -22.2409 17.4097 -0.15 -0.08 0.16
H -10.2010 -21.2414 18.1416 0.03 -0.69 -0.06
H -7.4606 -21.1427 18.6520 -1.19 0.71 0.71
H -9.2574 -21.3799 14.9296 0.10 0.08 0.24
C -0.5981 -22.0122 17.1489 0.19 -0.49 0.15
C -1.3984 -22.3869 15.8871 0.84 0.63 0.91
O -2.1063 -23.6004 16.0975 -0.28 0.41 -0.07
O -1.4162 -21.3810 18.1185 -0.52 -0.70 -0.02
H 0.2844 -21.3860 16.9495 -0.51 0.26 -0.15
H -0.1689 -22.9375 17.5721 -0.15 -0.02 -0.17
H -0.6803 -22.4708 15.0645 -0.29 -0.56 -0.07
H -2.0157 -21.5002 15.6660 -0.31 -0.44 -0.04
H -2.7241 -23.4806 16.8564 0.37 0.01 -0.67
H -2.1909 -21.9917 18.2566 0.71 0.95 0.10
C -2.7624 -20.7770 24.5609 1.16 0.21 -0.42
C -3.0579 -21.2775 23.1696 0.10 0.52 -0.31
C -2.0168 -22.2455 22.6205 0.03 -0.40 0.97
O -0.7102 -21.6956 22.6803 -0.09 -0.47 -0.40
C -0.3675 -20.9599 21.5342 1.13 0.98 0.75
N -4.3990 -21.7766 23.1110 -1.09 -1.06 -0.89
H -3.2051 -19.7929 24.6765 -0.43 -0.12 0.46
H -1.6792 -20.6176 24.6061 -0.08 -0.09 0.30
H -3.0514 -21.5067 25.3125 -0.17 0.11 0.24
H -3.0109 -20.3883 22.5264 -0.05 -0.08 -0.14
H -2.3365 -22.5704 21.6256 0.32 0.07 -0.13
H -1.9560 -23.1321 23.2704 -0.26 0.01 -0.10
H -0.9994 -20.0704 21.4528 -0.26 -0.25 -0.58
H -0.2726 -21.5555 20.6300 -0.52 -0.03 -0.19
H 0.6327 -20.5489 21.7489 -0.15 -0.18 -0.12
H -4.5784 -22.2681 22.2105 0.07 0.72 0.93
H -4.5985 -22.4560 23.8435 0.26 0.17 0.01
C -5.6310 -25.4583 22.9012 0.10 -0.25 -0.47
C -4.3640 -26.0066 23.5443 0.15 0.39 -1.36
C -4.6120 -26.6585 24.8439 -0.41 -0.64 1.29
O -4.4117 -25.6830 25.8473 0.18 -0.33 -0.14
C -4.7428 -26.1157 27.1415 0.49 0.41 0.54
N -3.8181 -26.9638 22.5577 0.69 0.11 -0.41
H -5.3826 -25.0625 21.9131 -0.04 0.47 0.29
H -6.1230 -24.7105 23.5181 0.00 0.10 -0.06
H -6.3178 -26.2824 22.6739 -0.03 0.05 0.38
H -3.6401 -25.2000 23.7091 -0.13 0.05 0.09
H -3.9364 -27.5145 25.0124 -0.01 0.11 -0.03
H -5.6445 -27.0349 24.9153 0.11 -0.12 -0.14
H -4.6074 -27.1851 27.3536 -0.10 -0.01 -0.53
H -5.7644 -25.8168 27.3870 -0.03 -0.10 0.15
H -4.0192 -25.6145 27.7931 -0.40 0.11 0.19
H -3.6112 -26.3879 21.7326 -0.15 -0.32 0.14
H -2.9057 -27.3450 22.8269 -0.31 0.26 0.27
C -0.7068 -31.5374 16.6376 0.47 -1.78 0.39
C -1.4317 -30.4943 15.8557 1.38 0.46 -0.78
C -1.8220 -29.4176 16.8202 0.01 -0.71 0.84
O -2.6460 -28.4978 16.2251 -0.46 0.09 -1.11
C -2.6143 -27.2943 16.9038 -0.13 0.96 1.29
N -0.4550 -29.9761 14.8457 -0.29 0.37 0.06
H 0.0055 -31.1066 17.3486 -0.16 0.07 0.04
H -0.1245 -32.2194 16.0092 -0.02 0.33 -0.25
H -1.3715 -32.2287 17.1707 -0.08 0.46 0.21
H -2.2687 -30.9283 15.3153 -0.22 0.14 0.02
H -0.8885 -28.9409 17.1663 -0.02 -0.01 -0.01
H -2.2899 -29.8572 17.7194 -0.08 0.13 -0.06
H -3.2927 -26.5857 16.4433 0.01 0.08 -0.23
H -1.6002 -26.8748 16.9505 -0.02 0.09 -0.30
H -2.9248 -27.4268 17.9514 -0.10 -0.01 -0.13
H 0.3358 -29.5832 15.3658 -0.16 -0.28 -0.13
H -0.8394 -29.1599 14.3627 -0.17 -0.33 0.16
C -7.6353 -31.1772 16.9424 1.24 0.32 0.27
C -8.5330 -31.2887 18.1387 -0.01 -2.06 0.23
C -9.2052 -30.0203 18.5084 -0.92 -0.23 0.41
O -8.2408 -29.1369 18.9423 0.48 1.52 0.02
C -8.7078 -27.8011 18.8447 0.37 0.40 -0.58
N -9.5452 -32.3486 17.8952 -0.25 0.36 0.25
H -6.7847 -30.5361 17.2026 -0.28 0.28 -0.13
H -8.1332 -30.7606 16.0719 -0.09 -0.18 -0.16
H -7.1265 -32.1229 16.7320 -0.47 -0.14 -0.26
H -7.9276 -31.6038 19.0068 0.14 0.34 -0.14
H -9.8793 -30.2003 19.3580 -0.40 -0.12 -0.19
H -9.7855 -29.6128 17.6737 -0.03 -0.07 -0.12
H -8.9001 -27.5254 17.7896 -0.04 -0.27 0.24
H -7.9089 -27.1364 19.1703 -0.13 -0.09 0.30
H -9.6339 -27.6101 19.4040 0.21 -0.20 0.15
H -10.0428 -32.5484 18.7640 0.07 0.09 -0.26
H -9.0842 -33.2129 17.6369 0.07 0.08 -0.06

No. 2
36
Properties=species:S:1:pos:R:3:forces:R:3 method="wB97M-V/def2-TZVPD" e_tot_ev=-197660.8762 total_charge=+3 de_lowest_kj_mol=27.8 lumo_ev="-10.6 / -12.9" homo_lumo_gap_ev="7.9 / 5.9" e_homo_ev="-18.5 / -18.8" spin_multiplicity=6
Fe -0.3894 0.8531 0.2150 0.05 -0.31 -0.16
N -2.0333 1.5213 -3.9639 0.00 0.00 0.10
C -1.8280 1.6261 -2.6538 -0.05 0.02 -0.15
N -0.8092 1.0686 -2.0370 0.05 0.03 0.08
C 0.0920 0.3705 -2.7978 -0.11 -0.03 -0.14
N 1.2354 -0.0865 -2.2320 0.01 0.16 0.31
N 1.2781 0.2147 -0.9341 0.04 -0.01 -0.27
C 2.4605 0.3168 -0.3989 0.04 0.02 0.10
C 2.5094 0.8459 0.9415 -0.03 -0.08 -0.07
C 3.7026 0.9796 1.6243 0.04 0.03 0.08
C 3.6845 1.5327 2.9078 0.01 -0.01 -0.04
C 2.4754 1.9302 3.4361 -0.01 0.00 0.02
C 1.3079 1.7681 2.6809 0.03 0.02 -0.05
N 1.3107 1.2391 1.4620 -0.08 0.21 0.11
C -0.0825 0.1710 -4.1870 -0.01 0.03 0.00
C 0.8060 -0.5738 -4.9944 -0.01 -0.01 0.06
C 0.5570 -0.6750 -6.3325 -0.07 0.02 -0.10
C -0.5741 -0.0423 -6.9147 0.09 -0.06 0.01
C -1.4605 0.6882 -6.1590 -0.04 0.03 0.04
C -1.2135 0.7968 -4.7955 0.05 -0.03 -0.03
H -2.8348 1.9994 -4.3667 -0.01 0.02 0.00
H -2.5480 2.2120 -2.0948 0.01 0.00 0.01
H 3.3601 0.1038 -0.9697 -0.01 -0.08 0.00
H 4.6298 0.6603 1.1658 -0.01 -0.01 0.00
H 4.6025 1.6518 3.4681 0.00 -0.01 0.00
H 2.4105 2.3701 4.4221 -0.01 0.01 -0.01
H 0.3535 2.0857 3.0822 0.00 -0.01 0.00
H 1.6634 -1.0540 -4.5457 0.00 0.02 0.01
H 1.2270 -1.2412 -6.9654 -0.01 0.00 -0.01
H -0.7395 -0.1370 -7.9807 0.00 -0.01 0.00
H -2.3238 1.1640 -6.6075 0.02 0.01 -0.01
Br -3.0433 0.0421 0.0508 0.02 0.08 0.06
C -2.9552 -0.7789 1.8030 0.02 -0.04 0.04
Br -1.1223 -0.6508 2.3935 0.01 -0.03 0.02
H -3.2211 -1.8247 1.7061 -0.02 0.00 -0.02
H -3.5924 -0.2276 2.4834 -0.01 0.02 0.00

No. 3
8
Properties=species:S:1:pos:R:3:forces:R:3 method="wB97M-V/def2-TZVPD" e_tot_ev=-7538.6177 de_lowest_kj_mol=233.6 lumo_ev="-0.7 / -0.7" homo_lumo_gap_ev="6.6 / 5.7" e_homo_ev="-7.3 / -6.4" spin_multiplicity=2
C -0.4261 -0.9229 -0.0100 -0.59 0.27 -0.12
C -1.3301 0.0549 0.0610 0.38 -0.30 -0.09
H 0.0250 -1.3057 -0.9278 0.01 0.17 0.36
F -0.0446 -1.6002 1.0817 0.02 0.16 -0.16
H -1.6552 0.5315 -0.8647 0.11 -0.13 0.33
H -1.7876 0.3412 1.0096 0.16 -0.10 -0.30
O 3.5548 0.4983 -0.4147 -0.56 0.50 0.10
Rb 1.6639 2.4028 0.0649 0.47 -0.58 -0.10

No. 4
26
Properties=species:S:1:pos:R:3:forces:R:3 method="wB97M-V/def2-TZVPD" e_tot_ev=-13679.8117 smiles="C=CC(=O)CC.c1ccccc1" de_lowest_kj_mol=89.2 lumo_ev=0.1 homo_lumo_gap_ev=8.7 e_homo_ev=-8.6 spin_multiplicity=1
C 3.1205 -1.8272 1.0874 0.05 0.05 0.33
C 2.3858 -1.4733 -0.2113 -0.01 -0.24 -0.05
C 1.9545 -0.0300 -0.2183 -0.57 0.31 0.26
C 3.0158 1.0043 -0.3565 0.25 0.19 -0.12
C 2.7243 2.3022 -0.3126 0.07 -0.13 -0.01
C -3.7727 0.2771 0.6778 -0.13 -0.16 -0.01
C -3.7240 -0.7662 -0.2437 -0.11 -0.02 0.13
C -2.5486 -1.0193 -0.9468 -0.02 -0.02 -0.10
C -1.4228 -0.2329 -0.7298 -0.69 -0.16 -0.58
C -1.4740 0.8150 0.1942 -1.04 0.42 0.11
C -2.6475 1.0674 0.8957 -0.06 -0.02 -0.03
H 3.4392 -2.8758 1.0854 -0.08 0.22 -0.04
H 2.4665 -1.6732 1.9596 0.18 -0.05 -0.29
H 4.0149 -1.2051 1.2304 -0.20 -0.14 -0.05
H 3.0468 -1.6552 -1.0671 -0.04 0.06 0.06
H 1.4958 -2.0986 -0.3297 0.11 0.12 0.03
H 4.0344 0.6538 -0.5011 -0.06 0.09 0.01
H 3.4904 3.0720 -0.4200 -0.27 -0.24 0.04
H 1.6870 2.6002 -0.1675 0.22 0.06 -0.04
H -4.6866 0.4752 1.2329 0.10 -0.06 -0.11
H -4.5985 -1.3929 -0.4147 0.14 0.17 0.07
H -2.5094 -1.8376 -1.6750 -0.04 0.33 0.29
H -0.5137 -0.4363 -1.3042 -0.88 0.09 0.22
H -0.6156 1.4503 0.3644 -0.61 -0.04 -0.02
H -2.6860 1.8865 1.6219 0.01 -0.30 -0.29
O 0.7834 0.2916 -0.0790 3.66 -0.51 0.18